{"formula": "C54H72N3O3PPtS2Te", "method": "wB97M-V/def2-TZVPD", "symbols": ["Pt", "C", "C", "N", "N", "C", "S", "S", "C", "C", "C", "C", "C", "C", "C", "C", "C", "C", "C", "C", "C", "O", "H", "H", "H", "H", "H", "H", "H", "H", "H", "H", "H", "H", "H", "H", "O", "P", "C", "C", "C", "C", "C", "C", "C", "C", "C", "C", "C", "C", "C", "C", "C", "C", "C", "C", "H", "H", "H", "H", "H", "H", "H", "H", "H", "H", "H", "H", "H", "H", "H", "H", "H", "H", "H", "H", "H", "H", "H", "H", "H", "H", "H", "H", "H", "H", "H", "H", "H", "C", "C", "O", "N", "Te", "C", "C", "C", "C", "C", "C", "C", "C", "C", "C", "C", "C", "C", "C", "C", "C", "C", "C", "H", "H", "H", "H", "H", "H", "H", "H", "H", "H", "H", "H", "H", "H", "H", "H", "H", "H", "H", "H", "H", "H", "H", "H", "H"], "xyz": [[1.0552, -0.0979, -0.7856], [4.5720, -2.0421, -2.2464], [3.1963, -1.4309, -2.2613], [2.5628, -1.3735, -1.1276], [3.2433, -1.9048, -0.0269], [2.9039, -1.3805, 1.1058], [1.6946, -0.1794, 1.3714], [3.9189, -1.9488, 2.4481], [2.7210, -2.2549, 3.7620], [1.9326, -3.5437, 3.6716], [1.7267, -4.2153, 2.4719], [0.9760, -5.3835, 2.4408], [0.4384, -5.9080, 3.6071], [0.6522, -5.2515, 4.8120], [1.3870, -4.0757, 4.8380], [2.5909, -0.9733, -3.5246], [3.3721, -0.9247, -4.6956], [2.8550, -0.6187, -5.9344], [1.4853, -0.3656, -6.0548], [0.6844, -0.3747, -4.9427], [1.2027, -0.6138, -3.6471], [0.3667, -0.5556, -2.6605], [5.1577, -1.6127, -1.4368], [5.1005, -1.9164, -3.1811], [4.4899, -3.1092, -2.0329], [2.0583, -1.3945, 3.8703], [3.3425, -2.2886, 4.6603], [2.1536, -3.8261, 1.5569], [0.8143, -5.8856, 1.4951], [-0.1433, -6.8210, 3.5783], [0.2436, -5.6521, 5.7318], [1.5506, -3.5644, 5.7810], [4.4317, -1.1216, -4.6438], [3.5039, -0.5831, -6.7994], [1.0554, -0.1448, -7.0254], [-0.3757, -0.1585, -4.9977], [-1.6521, -1.1774, 0.3826], [-2.9449, -1.6100, 0.9773], [-4.1071, -2.3521, -0.2361], [-4.2100, -1.4690, -1.4971], [-2.9927, -1.5756, -2.4190], [-2.6694, -3.0251, -2.7650], [-2.4814, -3.8489, -1.4933], [-3.7512, -3.7898, -0.6444], [-2.6277, -2.9140, 2.2228], [-1.4397, -2.5514, 3.1301], [-1.8124, -1.7749, 4.3899], [-2.9300, -2.4793, 5.1541], [-4.1576, -2.6725, 4.2670], [-3.8138, -3.4796, 3.0144], [-3.8274, -0.2054, 1.7607], [-5.3576, -0.2538, 1.7857], [-5.8966, 0.8215, 2.7476], [-4.9692, 2.0471, 2.8194], [-4.2775, 2.2820, 1.4797], [-3.3528, 1.1091, 1.1197], [-5.0862, -2.3698, 0.2526], [-4.3707, -0.4253, -1.2196], [-5.1074, -1.7854, -2.0454], [-2.1229, -1.1320, -1.9357], [-3.1852, -1.0042, -3.3320], [-1.7710, -3.0626, -3.3843], [-3.4894, -3.4609, -3.3522], [-1.6381, -3.4371, -0.9303], [-2.2417, -4.8880, -1.7352], [-3.6790, -4.4419, 0.2297], [-4.5874, -4.1745, -1.2427], [-2.2528, -3.7034, 1.5609], [-0.6864, -2.0196, 2.5441], [-0.9852, -3.4928, 3.4493], [-2.1194, -0.7537, 4.1460], [-0.9237, -1.6785, 5.0199], [-3.1974, -1.9204, 6.0549], [-2.5694, -3.4613, 5.4843], [-4.5565, -1.6921, 3.9908], [-4.9517, -3.1826, 4.8193], [-4.6960, -3.5850, 2.3746], [-3.5473, -4.4940, 3.3345], [-3.4845, -0.2135, 2.7986], [-5.7348, -1.2361, 2.0801], [-5.7289, -0.0720, 0.7721], [-6.0176, 0.3923, 3.7463], [-6.8933, 1.1294, 2.4205], [-4.2064, 1.8940, 3.5893], [-5.5372, 2.9289, 3.1241], [-3.7045, 3.2129, 1.4989], [-5.0404, 2.4128, 0.7049], [-2.3269, 1.2975, 1.4347], [-3.2907, 1.0068, 0.0366], [-0.5964, 3.5779, 0.6127], [0.4590, 2.6892, -0.0311], [1.6395, 3.0497, -0.0505], [0.0116, 1.5694, -0.6242], [-2.0937, 1.9528, -2.6583], [-3.6709, 2.3902, -4.0688], [-5.0192, 2.2618, -3.7178], [-5.5003, 1.9287, -2.3272], [-6.0118, 2.4598, -4.6818], [-5.7102, 2.7827, -5.9900], [-6.7888, 2.9870, -7.0201], [-4.3683, 2.9080, -6.3327], [-3.3516, 2.7145, -5.4073], [-1.9300, 2.8557, -5.8801], [-1.2794, 3.9169, -2.7785], [-2.0689, 5.0336, -2.4701], [-3.4992, 4.9357, -2.0112], [-1.5116, 6.3075, -2.5700], [-0.1935, 6.5033, -2.9463], [0.4004, 7.8838, -3.0299], [0.5761, 5.3847, -3.2303], [0.0653, 4.0934, -3.1556], [0.9812, 2.9491, -3.4899], [-0.0928, 4.3034, 1.2493], [-1.3027, 2.9911, 1.2021], [-1.1580, 4.1073, -0.1563], [-4.6879, 1.9297, -1.6029], [-5.9704, 0.9426, -2.3070], [-6.2507, 2.6550, -2.0050], [-7.0526, 2.3615, -4.3853], [-7.7800, 2.8967, -6.5753], [-6.7120, 2.2491, -7.8217], [-6.7138, 3.9746, -7.4796], [-4.1039, 3.1595, -7.3556], [-1.9018, 3.0783, -6.9475], [-1.3642, 1.9402, -5.6978], [-1.4100, 3.6530, -5.3493], [-3.6486, 4.0626, -1.3732], [-4.1842, 4.8373, -2.8561], [-3.7753, 5.8297, -1.4501], [-2.1280, 7.1672, -2.3250], [-0.3289, 8.6438, -2.7483], [0.7433, 8.1046, -4.0430], [1.2620, 7.9791, -2.3664], [1.6144, 5.5131, -3.5192], [1.8611, 3.3089, -4.0247], [0.4760, 2.2074, -4.1097], [1.3177, 2.4380, -2.5868]], "forces_ev_per_angstrom": [[-0.138, -0.072, 0.339], [0.004, -0.031, -0.004], [-0.116, -0.159, -0.286], [0.077, 0.184, 0.218], [0.022, 0.025, 0.027], [-0.117, -0.001, -0.190], [0.298, 0.014, 0.091], [-0.013, -0.055, -0.027], [0.075, -0.044, 0.132], [0.029, 0.007, -0.052], [-0.042, 0.037, 0.005], [0.010, 0.007, 0.000], [-0.016, 0.001, -0.003], [-0.040, 0.026, 0.001], [0.037, -0.009, 0.013], [-0.120, 0.079, 0.091], [-0.024, 0.018, -0.045], [0.023, 0.001, 0.014], [-0.021, 0.012, 0.025], [0.014, 0.007, -0.080], [0.193, -0.446, 0.210], [0.079, 0.603, -0.177], [0.004, 0.014, -0.013], [-0.001, -0.025, -0.015], [-0.009, 0.008, 0.023], [-0.021, 0.004, -0.106], [-0.054, 0.041, 0.034], [-0.011, 0.001, -0.006], [0.002, -0.001, -0.003], [0.008, -0.005, 0.004], [-0.003, 0.000, -0.002], [-0.010, -0.001, 0.002], [0.001, -0.015, 0.009], [0.003, -0.003, 0.000], [-0.001, 0.001, 0.000], [-0.010, -0.005, 0.005], [-0.073, -0.016, 0.056], [0.055, -0.105, -0.027], [0.021, -0.018, -0.008], [-0.011, -0.007, 0.000], [-0.033, -0.019, 0.021], [-0.023, -0.010, -0.005], [0.000, 0.011, 0.014], [0.010, 0.005, -0.009], [0.020, 0.037, -0.019], [0.050, -0.015, 0.006], [-0.003, 0.003, -0.003], [0.002, 0.002, 0.005], [-0.006, 0.018, -0.010], [-0.040, 0.005, -0.017], [-0.066, -0.045, 0.007], [0.017, 0.027, -0.007], [0.023, 0.020, -0.035], [-0.014, 0.001, 0.001], [0.007, 0.054, 0.030], [-0.007, 0.015, -0.036], [-0.013, -0.001, 0.021], [-0.007, 0.012, 0.008], [0.004, 0.005, 0.001], [0.032, 0.036, 0.019], [-0.008, 0.006, -0.010], [0.016, 0.009, 0.017], [0.014, -0.002, -0.016], [0.014, -0.011, 0.004], [-0.020, -0.002, -0.010], [0.008, 0.015, -0.019], [0.002, -0.007, 0.004], [-0.002, 0.001, 0.030], [-0.015, 0.012, 0.006], [0.039, -0.036, 0.010], [0.012, 0.002, 0.002], [-0.003, -0.013, -0.001], [-0.001, 0.007, -0.006], [0.001, -0.001, 0.002], [0.002, -0.007, 0.001], [0.006, -0.011, 0.003], [0.005, 0.007, 0.004], [0.002, -0.003, -0.001], [0.006, -0.021, -0.025], [0.003, -0.003, 0.011], [-0.001, -0.006, -0.006], [0.009, 0.003, 0.006], [-0.001, 0.003, -0.002], [0.002, -0.006, -0.002], [-0.005, -0.007, 0.006], [-0.020, -0.035, -0.016], [-0.018, -0.019, 0.001], [-0.020, -0.034, 0.026], [0.046, 0.002, -0.030], [0.011, -0.099, 0.122], [-0.015, -0.059, 0.219], [-0.032, 0.084, -0.149], [-0.180, -0.039, -0.286], [0.048, 0.104, -0.171], [0.013, -0.090, -0.103], [0.008, 0.022, 0.013], [0.004, 0.030, 0.033], [-0.022, 0.007, -0.011], [-0.028, 0.005, -0.008], [0.000, 0.005, 0.003], [0.026, 0.027, 0.030], [-0.021, 0.001, 0.055], [-0.005, -0.020, -0.002], [0.047, 0.014, 0.037], [0.012, 0.000, 0.003], [-0.001, -0.031, 0.019], [0.028, 0.020, 0.025], [-0.007, -0.002, 0.006], [-0.006, 0.008, -0.010], [0.004, -0.016, -0.003], [-0.048, -0.035, -0.025], [-0.054, -0.017, -0.066], [0.005, -0.006, 0.006], [0.051, 0.048, -0.026], [0.001, 0.009, -0.044], [-0.010, 0.002, -0.011], [0.006, -0.008, -0.001], [-0.007, -0.004, 0.003], [0.002, -0.005, 0.000], [0.002, 0.000, 0.003], [0.004, -0.001, 0.001], [0.004, 0.001, 0.001], [0.004, 0.000, 0.000], [-0.001, -0.018, 0.003], [0.013, -0.016, 0.013], [0.006, 0.032, 0.005], [0.005, 0.005, 0.012], [-0.004, -0.023, -0.009], [-0.009, 0.005, -0.015], [-0.001, 0.001, -0.002], [-0.001, -0.001, -0.001], [0.001, -0.004, 0.000], [-0.001, -0.006, 0.003], [0.004, -0.003, 0.018], [-0.004, 0.009, 0.015], [0.015, -0.003, 0.008], [0.001, -0.004, 0.050]], "fmax_ev_per_a": 0.6, "total_charge": -1, "mol_weight_da": 1228.97, "homo_energy_ev": [-4.64, -4.68], "spin_multiplicity": 2}